7
Properties=species:S:1:pos:R:3:lowdin_charge:R:1 method="wB97M-V/def2-TZVPD" relative_energy_kj_mol=270.4 charge=0 gap_ev="7.4 / 7.4" multiplicity=1
O 1.07 -0.94 1.61 -0.456
P -1.41 -0.77 -0.31 0.683
P 0.70 -0.37 0.32 0.024
Cl 2.14 -0.94 -0.87 0.378
Cl 0.59 2.54 0.48 -0.303
H -1.17 0.07 -1.34 -0.168
H -1.91 0.41 0.11 -0.156